Formula: C39H59BN9S5SiTi
Source: the Open Molecules 2025 dataset
Level of theory: the ωB97M-V functional and the def2-TZVPD basis

The geometry in ORCA input format:
```
! wB97M-V def2-TZVPD RIJCOSX def2/J DEFGRID3
* xyz 1 3
Ti 0.208 -0.460 0.109
C 1.213 2.666 -4.139
C -0.113 2.362 -3.527
C -1.289 2.452 -4.199
C -2.518 2.108 -3.571
N -2.564 1.775 -2.313
N -1.401 1.712 -1.641
B -1.452 1.451 -0.142
N -0.839 2.651 0.627
N -1.083 3.844 0.054
C -0.625 4.912 0.635
C 0.071 4.829 1.874
C 0.337 3.624 2.440
C 1.099 3.469 3.714
C -0.108 2.460 1.728
S 0.305 0.885 2.224
C -0.845 6.245 -0.056
C -1.673 7.155 0.860
C -1.574 6.056 -1.384
C 0.523 6.886 -0.323
N -2.839 1.121 0.427
N -3.674 2.182 0.404
C -4.852 2.057 0.937
C -5.263 0.821 1.515
C -4.421 -0.239 1.561
C -4.793 -1.549 2.173
C -3.108 -0.059 1.005
S -1.955 -1.299 1.077
C -5.774 3.264 0.944
C -5.083 4.474 0.325
C -6.150 3.584 2.397
C -7.044 2.926 0.153
C -0.184 1.888 -2.182
S 1.176 1.475 -1.253
C -3.815 2.092 -4.358
C -4.013 3.443 -5.057
C -5.001 1.828 -3.439
C -3.714 0.972 -5.403
H 1.092 3.026 -5.159
H 1.840 1.773 -4.144
H 1.744 3.418 -3.554
H -1.293 2.764 -5.235
H 0.413 5.735 2.355
H 1.352 4.440 4.132
H 2.015 2.902 3.541
H 0.517 2.903 4.443
H -2.639 6.704 1.093
H -1.856 8.109 0.366
H -1.162 7.364 1.800
H -2.544 5.581 -1.247
H -0.996 5.434 -2.068
H -1.724 7.031 -1.848
H 1.085 7.058 0.596
H 0.387 7.852 -0.810
H 1.128 6.257 -0.977
H -6.258 0.735 1.934
H -5.818 -1.527 2.534
H -4.126 -1.786 3.002
H -4.682 -2.355 1.445
H -4.236 4.795 0.930
H -5.792 5.299 0.257
H -4.702 4.252 -0.671
H -5.261 3.738 3.010
H -6.747 2.794 2.852
H -6.742 4.499 2.427
H -6.816 2.704 -0.889
H -7.731 3.772 0.180
H -7.565 2.066 0.576
H -4.013 4.260 -4.334
H -4.972 3.451 -5.576
H -3.241 3.643 -5.799
H -5.120 2.637 -2.720
H -4.876 0.904 -2.875
H -5.911 1.760 -4.036
H -2.881 1.131 -6.089
H -4.629 0.929 -5.994
H -3.566 0.006 -4.916
C -1.209 -4.238 -0.051
C 0.257 -3.925 -0.036
C 1.182 -4.937 -0.188
C 2.539 -4.618 -0.194
C 2.942 -3.314 -0.052
C 1.956 -2.327 0.133
N 0.645 -2.649 0.135
N 2.154 -0.980 0.290
Si 3.652 -0.314 0.937
C 3.822 -0.917 2.695
C 3.632 1.552 0.885
C 5.160 -0.830 -0.061
H -1.370 -5.232 -0.465
H -1.772 -3.505 -0.629
H -1.619 -4.221 0.961
H 0.844 -5.956 -0.304
H 3.277 -5.398 -0.325
H 3.984 -3.043 -0.085
H 2.926 -0.688 3.275
H 4.673 -0.450 3.192
H 3.975 -1.998 2.725
H 2.723 1.995 1.286
H 3.781 1.924 -0.129
H 4.473 1.902 1.488
H 5.621 -1.750 0.295
H 5.914 -0.044 0.019
H 4.928 -0.948 -1.121
S -0.419 -1.336 -2.549
C -1.895 -2.024 -2.888
N -2.106 -2.848 -3.917
C -3.394 -3.524 -3.978
C -4.367 -2.582 -3.277
S -3.371 -1.741 -2.008
H -1.302 -3.179 -4.431
H -3.334 -4.487 -3.462
H -3.680 -3.696 -5.015
H -5.181 -3.121 -2.799
H -4.779 -1.842 -3.962
*
```

Computed properties:
**E_tot**: -140659.4907 eV
**Frontier orbital gap (spin up / spin down)**: 6.87 / 6.33 eV
**LUMO level (spin up / spin down)**: -2.513 / -3.370 eV
**Molecular weight**: 901.06 u
**⟨S²⟩**: 2.01

=====

Formula: C39H59BrCl2O10P2
Source: the Open Molecules 2025 dataset
Level of theory: the ωB97M-V functional and the def2-TZVPD basis

The geometry in ORCA input format:
```
! wB97M-V def2-TZVPD RIJCOSX def2/J DEFGRID3
* xyz 0 1
C 2.497 -0.515 2.055
C 1.488 0.717 1.610
C 1.632 1.207 0.017
C 0.500 1.394 2.492
C -0.766 0.697 3.266
C -1.548 -0.463 2.376
C -2.690 0.128 1.360
C -3.814 0.890 2.287
C -3.298 -0.952 0.287
C -2.737 -2.484 0.442
C -1.320 -2.763 -0.397
C -1.148 -2.451 -2.004
C 0.331 -2.748 -2.706
C 1.621 -3.318 -1.845
C 1.473 -3.635 -0.210
C 2.712 -4.166 0.723
Cl 2.419 -3.962 2.566
C 3.171 -5.717 0.457
C 4.825 -5.791 0.303
Cl 2.266 -6.577 -0.914
C -0.002 -3.351 0.449
C 3.048 -3.534 -2.627
O 4.260 -3.619 -2.047
C 3.051 -3.642 -4.291
C 4.374 -4.291 -5.078
C 4.451 -4.454 -6.732
Br 6.090 -5.232 -7.588
C 3.134 -3.943 -7.570
C 1.806 -3.304 -6.782
C 1.737 -3.114 -5.136
C 0.447 -2.439 -4.344
O -0.473 -1.687 -4.966
H 2.102 -1.159 2.949
H 2.576 -1.248 1.117
H 3.614 -0.134 2.229
H 1.505 2.366 -0.105
H 0.919 0.565 -0.656
H 2.740 0.918 -0.321
H 0.682 2.557 2.689
H -1.478 1.529 3.685
H -0.309 0.114 4.201
H -1.987 -1.264 3.143
H -0.728 -0.975 1.717
H -2.160 0.978 0.715
H -4.807 1.146 1.716
H -3.328 1.936 2.596
H -4.018 0.343 3.328
H -3.196 -0.491 -0.788
H -4.471 -1.006 0.500
H -3.540 -3.185 -0.096
H -2.665 -2.879 1.545
H -2.046 -2.037 -2.661
H 3.637 -3.451 0.482
H 2.935 -6.309 1.467
H 5.038 -6.045 -0.822
H 5.261 -6.619 1.040
H 5.364 -4.780 0.542
H -0.221 -3.553 1.604
H 5.320 -4.662 -4.477
H 3.148 -4.071 -8.746
H 0.910 -2.993 -7.488
C -4.762 -2.347 -7.055
C -6.205 -2.014 -6.726
O -6.306 -1.225 -5.555
P -5.766 0.339 -5.631
O -7.046 0.888 -6.307
O -6.214 0.790 -4.088
C -7.116 1.875 -3.903
C -8.556 1.387 -3.837
O -4.335 -0.274 -4.877
C -3.178 0.518 -5.109
C -3.315 1.918 -4.539
H -4.210 -1.447 -7.345
H -4.710 -3.058 -7.884
H -4.252 -2.776 -6.185
H -6.688 -1.500 -7.564
H -6.760 -2.940 -6.542
H -6.978 2.625 -4.684
H -6.859 2.364 -2.958
H -8.791 0.659 -4.622
H -9.252 2.226 -3.924
H -8.739 0.881 -2.885
H -2.985 0.558 -6.186
H -2.332 0.010 -4.636
H -4.104 2.478 -5.051
H -2.380 2.475 -4.655
H -3.580 1.884 -3.478
C 4.488 2.073 4.710
C 3.045 2.407 5.039
O 2.944 3.196 6.210
P 3.484 4.760 6.134
O 2.204 5.308 5.458
O 3.037 5.211 7.677
C 2.134 6.296 7.862
C 0.694 5.807 7.928
O 4.915 4.147 6.888
C 6.072 4.939 6.656
C 5.936 6.339 7.226
H 5.040 2.974 4.420
H 4.540 1.362 3.882
H 4.998 1.645 5.580
H 2.562 2.921 4.201
H 2.490 1.481 5.223
H 2.272 7.045 7.081
H 2.391 6.785 8.807
H 0.459 5.080 7.143
H -0.002 6.646 7.842
H 0.512 5.301 8.880
H 6.265 4.979 5.579
H 6.918 4.431 7.129
H 5.146 6.899 6.714
H 6.870 6.896 7.110
H 5.670 6.305 8.287
*
```

Computed properties:
**E_tot**: -175511.7358 eV
**Frontier orbital gap**: 5.29 eV
**SMILES**: CC(C)=CCC[C@H](C)CCc1cc2c(c([C@@H](Cl)[C@H](C)Cl)c1)C(=O)c1cc(Br)ccc1C2=O.CCOP(=O)(OCC)OCC.CCOP(=O)(OCC)OCC
**LUMO level**: -2.131 eV
**Molecular weight**: 900.65 u
**Energy above the lowest of the compared OMol25 structures with the same formula, charge and spin**: 2899.0 kJ/mol

=====

Formula: C39H60As3N2S5Ti
Source: the Open Molecules 2025 dataset
Level of theory: the ωB97M-V functional and the def2-TZVPD basis

The geometry in ORCA input format:
```
! wB97M-V def2-TZVPD RIJCOSX def2/J DEFGRID3
* xyz -1 3
Ti 2.197 0.164 0.567
C -5.041 -0.195 1.350
C -4.219 0.300 0.151
C -5.163 0.997 -0.840
C -3.604 -0.918 -0.538
C -3.153 1.271 0.667
C -3.556 2.501 1.224
C -2.653 3.388 1.771
C -1.307 3.039 1.785
S 0.045 3.894 2.456
C 1.087 2.570 1.986
N 0.482 1.593 1.354
C -0.882 1.830 1.237
C -1.806 0.956 0.659
C 2.492 2.497 2.357
C 3.098 3.530 3.093
C 4.385 3.374 3.544
C 5.060 2.174 3.269
C 4.464 1.179 2.525
C 3.154 1.302 2.007
H -5.807 -0.900 1.020
H -5.535 0.632 1.860
H -4.399 -0.698 2.073
H -5.899 0.283 -1.213
H -4.620 1.398 -1.694
H -5.704 1.819 -0.373
H -4.403 -1.577 -0.884
H -2.973 -1.490 0.142
H -2.996 -0.645 -1.401
H -4.607 2.758 1.243
H -2.988 4.326 2.193
H -1.434 0.030 0.240
H 2.560 4.447 3.312
H 4.865 4.160 4.114
H 6.069 2.037 3.642
H 5.008 0.268 2.297
C -1.758 3.637 -3.173
C -1.860 2.139 -2.920
S -0.383 1.193 -2.451
C 0.871 1.902 -3.537
C 1.655 3.122 -3.009
S 1.357 3.547 -1.272
C 1.049 5.318 -1.367
C -0.238 5.736 -2.082
S -1.705 4.732 -1.719
H -2.646 3.921 -3.745
H -0.895 3.867 -3.794
H -2.262 1.686 -3.832
H -2.570 1.950 -2.115
H 0.390 2.140 -4.487
H 1.576 1.094 -3.727
H 1.430 4.001 -3.613
H 2.721 2.907 -3.106
H 1.896 5.842 -1.819
H 1.001 5.616 -0.317
H -0.101 5.725 -3.164
H -0.490 6.763 -1.812
C 1.473 -1.186 3.779
As 0.476 -1.496 2.110
C -1.267 -1.324 3.058
C 0.622 -3.454 2.158
C 0.216 -4.303 0.947
C 0.315 -5.762 1.424
C 1.202 -4.175 -0.223
As 1.278 -2.519 -1.309
C 2.898 -3.057 -2.280
C 0.094 -3.113 -2.811
C -1.212 -3.931 0.463
As -2.713 -5.162 0.822
C -3.950 -4.318 -0.447
C -3.399 -4.263 2.430
H 1.103 -1.864 4.553
H 1.315 -0.151 4.093
H 2.534 -1.348 3.589
H -1.231 -1.911 3.979
H -2.112 -1.660 2.454
H -1.426 -0.273 3.307
H 0.026 -3.773 3.023
H 1.677 -3.634 2.382
H 1.336 -5.967 1.749
H 0.061 -6.467 0.630
H -0.351 -5.958 2.270
H 0.993 -4.977 -0.941
H 2.223 -4.295 0.147
H 2.925 -4.147 -2.337
H 3.776 -2.687 -1.751
H 2.866 -2.649 -3.292
H 0.237 -4.171 -3.042
H 0.369 -2.521 -3.687
H -0.961 -2.925 -2.606
H -1.210 -3.823 -0.625
H -1.511 -2.956 0.864
H -3.725 -4.669 -1.454
H -4.974 -4.599 -0.201
H -3.859 -3.232 -0.420
H -2.665 -4.348 3.231
H -4.328 -4.730 2.757
H -3.578 -3.205 2.232
S 3.399 -1.676 0.922
C 5.484 1.358 -2.753
C 4.463 0.420 -2.998
C 3.425 0.273 -2.125
N 3.284 0.983 -0.939
C 4.252 1.969 -0.765
C 5.313 2.154 -1.600
H 6.330 1.473 -3.413
H 4.478 -0.204 -3.884
H 2.629 -0.433 -2.344
H 4.118 2.616 0.093
H 6.020 2.938 -1.357
*
```

Computed properties:
**E_tot**: -304205.8768 eV
**Frontier orbital gap (spin up / spin down)**: 3.91 / 6.07 eV
**LUMO level (spin up / spin down)**: 2.091 / 2.088 eV
**Molecular weight**: 989.89 u
**Energy above the lowest of the compared OMol25 structures with the same formula, charge and spin**: 0.0 kJ/mol
**⟨S²⟩**: 2.03

=====

Formula: C39H60AsBiF6N4OSbSi2
Source: the Open Molecules 2025 dataset
Level of theory: the ωB97M-V functional and the def2-TZVPD basis

The geometry in ORCA input format:
```
! wB97M-V def2-TZVPD RIJCOSX def2/J DEFGRID3
* xyz 2 2
Bi -0.882 -0.756 -0.382
C -0.098 -4.502 -0.732
C -0.781 -4.008 -1.990
C -2.000 -3.348 -1.862
C -2.709 -3.002 -2.996
C -4.046 -2.324 -2.877
C -2.182 -3.293 -4.239
C -1.021 -4.067 -4.382
C -0.643 -4.589 -5.727
C -0.285 -4.399 -3.239
H 0.577 -5.355 -0.889
H -0.839 -4.794 0.014
H 0.437 -3.658 -0.288
H -2.497 -3.169 -0.901
H -4.659 -2.845 -2.121
H -4.586 -2.309 -3.834
H -3.874 -1.294 -2.518
H -2.662 -2.977 -5.160
H 0.440 -4.790 -5.805
H -0.757 -3.843 -6.529
H -1.193 -5.506 -5.999
H 0.497 -5.179 -3.306
C -1.197 0.778 6.369
C -0.445 -0.535 6.221
C -1.198 -1.706 6.844
C 0.988 -0.386 6.827
C -0.358 -0.846 4.723
C -0.792 -2.054 4.146
C -0.546 -2.330 2.777
N 0.040 -1.434 1.956
C 0.472 -0.251 2.522
C 0.282 0.031 3.870
C 1.148 0.656 1.591
C 2.426 1.169 1.861
C 2.868 2.323 1.201
C 2.238 2.646 0.028
C 1.074 1.924 -0.408
N 0.384 1.128 0.531
C 4.005 3.188 1.769
C 3.846 4.695 1.472
C 4.105 3.063 3.343
C 5.368 2.688 1.201
H -1.136 1.122 7.401
H -2.256 0.714 6.043
H -0.674 1.571 5.751
H -1.343 -1.557 7.950
H -0.560 -2.652 6.688
H -2.139 -1.903 6.324
H 0.919 -0.473 7.933
H 1.467 0.499 6.493
H 1.599 -1.250 6.475
H -1.222 -2.865 4.729
H -1.026 -3.232 2.370
H 0.670 0.956 4.287
H 2.975 0.785 2.759
H 2.497 3.526 -0.569
H 0.418 2.595 -0.966
H 2.823 5.058 1.753
H 3.923 4.990 0.392
H 4.566 5.240 2.097
H 3.129 3.259 3.750
H 4.789 3.796 3.741
H 4.386 2.034 3.654
H 5.347 2.833 0.110
H 5.550 1.614 1.400
H 6.196 3.362 1.561
N -7.183 1.570 0.557
C -6.605 2.088 -0.553
O -7.146 2.704 -1.480
C -5.106 1.765 -0.587
C -4.471 1.369 -1.778
C -3.194 0.944 -1.671
N -2.464 0.996 -0.532
C -3.091 1.389 0.621
C -4.365 1.904 0.598
H -8.188 1.459 0.539
H -6.676 0.813 0.946
H -4.993 1.356 -2.756
H -2.707 0.555 -2.548
H -2.569 1.343 1.574
H -4.761 2.374 1.508
C 3.922 -1.425 -3.907
Si 3.580 -0.382 -2.337
C 4.075 -1.253 -0.756
C 4.693 1.179 -2.500
As 1.241 0.521 -2.091
Si 1.279 2.141 -4.056
C 2.289 3.669 -3.495
C -0.473 2.616 -4.498
C 2.112 1.588 -5.621
H 4.643 -2.211 -3.718
H 4.157 -0.900 -4.834
H 2.966 -1.969 -4.067
H 4.978 -1.851 -0.896
H 3.250 -1.836 -0.313
H 4.244 -0.488 0.000
H 5.762 0.971 -2.425
H 4.468 1.954 -1.768
H 4.555 1.548 -3.502
H 1.688 4.200 -2.755
H 2.427 4.328 -4.346
H 3.252 3.426 -3.053
H -1.126 2.829 -3.635
H -0.996 1.806 -5.091
H -0.406 3.494 -5.160
H 3.177 1.372 -5.447
H 1.974 2.420 -6.327
H 1.625 0.727 -6.099
F -2.887 -1.693 0.994
Sb -4.527 -2.242 1.900
F -4.484 -3.767 0.716
F -3.426 -3.181 3.200
F -6.112 -2.952 2.765
F -4.640 -0.650 2.955
F -5.596 -1.382 0.523
*
```

Computed properties:
**E_tot**: -154691.2073 eV
**Frontier orbital gap (spin up / spin down)**: 6.53 / 5.64 eV
**LUMO level (spin up / spin down)**: -6.997 / -7.925 eV
**Molecular weight**: 1176.76 u
**Energy above the lowest of the compared OMol25 structures with the same formula, charge and spin**: 231.1 kJ/mol
**⟨S²⟩**: 0.78